Entry 1:
Entry from the OMol25 dataset: C13H21O5P as an isolated structure at a distorted geometry (ωB97M-V/def2-TZVPD).

Each line ends with the Löwdin charge.
Element x y z (Å)
C -1.97196 2.23933 0.03896  -0.0964
C -1.75421 1.91946 1.40592  -0.3004
H -2.37360 0.98582 1.65294  0.1137
H -1.97914 2.80721 2.12687  0.1459
O -0.27339 1.76026 1.83221  -0.2297
P -0.06094 0.12097 2.20230  0.5970
O -1.25334 -0.83113 2.04358  -0.3002
O 0.66381 0.11130 3.67249  -0.2275
C 0.41594 -1.00413 4.56727  -0.3359
C 1.31615 -2.05952 4.22828  -0.1272
H 1.16546 -2.71820 3.32889  0.0770
H 1.30287 -2.97908 5.09781  0.1438
H 2.41705 -1.52885 4.30890  0.1373
H 0.38805 -0.68860 5.51435  0.0822
H -0.57653 -1.33354 4.37193  0.0963
C 1.38567 -0.11889 1.18096  -0.1490
C 1.00033 0.16485 -0.33635  -0.4236
C 0.16977 -0.71219 -1.02762  0.0314
C 0.19504 -0.17513 -2.43580  -0.0946
C 0.77978 1.00229 -2.17517  -0.2921
O 1.55393 1.13036 -0.95530  0.1292
C 1.01814 2.04806 -3.04223  -0.0155
H 0.62640 2.95936 -2.82365  0.0357
H 0.59357 1.81934 -4.06858  0.0893
H 2.48418 2.22103 -3.25041  0.2194
C -0.64275 -0.50372 -3.58341  -0.2165
O -0.80389 0.41380 -4.48068  0.0098
C -1.21078 -2.02296 -3.48249  -0.2956
C -0.28834 -2.90687 -3.56105  -0.2143
H -0.69479 -3.89192 -3.64669  0.0757
H 0.36406 -2.89186 -4.63075  0.1626
H 0.70709 -2.81604 -2.84989  0.1552
H -2.02150 -1.98827 -4.26665  0.1476
H -1.74699 -1.88663 -2.45568  0.1581
H -0.21792 -1.60369 -0.72914  0.0794
H 1.94870 -1.31280 1.24515  0.1789
H 2.38179 0.67339 1.32603  0.1786
H -3.15436 2.54272 -0.10271  0.1723
H -1.69489 1.32452 -0.50394  0.0804
H -1.24716 2.88924 -0.06618  0.0218

Atoms 1-2, force components in eV/Å:
C -4.5 -2.9 -1.3
C -1.0 0.1 5.9

## Properties
Frontier orbital gap: 8.297 eV
Total energy: -1225.23382 hartree
E_LUMO: -0.039 eV
HOMO energy: -0.3063 hartree
Net charge: 0
Energy above the lowest of the compared OMol25 structures with the same formula, charge and spin: 974.12 kJ/mol

***

Entry 2:
Entry from the OMol25 dataset: a 9-piece molecular cluster, C5H31N2O8 overall at a distorted geometry (ωB97M-V/def2-TZVPD).

Each line ends with the Löwdin charge.
Element x y z (Å)
N 0.41579 -0.79023 -0.08128  0.1890
C 1.04301 -0.54627 1.28500  -0.2756
C 0.08153 -0.74011 2.42241  -0.0491
C 1.49628 0.95270 1.11945  -0.1539
N 2.88110 0.91708 0.58250  -0.2442
C 3.01639 1.97666 -0.42956  -0.1111
C 3.82843 1.19303 1.64637  -0.1194
H -0.04644 -1.68668 -0.14900  0.0941
H -0.29421 -0.09361 -0.33587  0.0964
H 1.15983 -0.60411 -0.74802  0.1361
H 1.94756 -1.13314 1.41139  0.1459
H 0.54186 -0.91073 3.39551  0.0977
H -0.54660 0.15161 2.36937  0.0721
H -0.50786 -1.65807 2.32508  0.0672
H 0.90160 1.64137 0.52955  0.1139
H 1.49733 1.27787 2.16697  0.1226
H 2.06956 2.08738 -0.97710  0.0701
H 3.17700 3.02299 -0.12706  0.0947
H 3.74965 1.73757 -1.20303  0.0832
H 3.71596 2.16384 2.15705  0.0963
H 4.87854 1.18774 1.34555  0.0898
H 3.81614 0.42401 2.42594  0.0874
H -1.61313 -0.23427 -2.80560  0.0835
H -2.47608 -0.33985 -1.73189  0.0687
O -1.64419 0.14852 -1.93130  -0.0629
H -3.80926 -0.07717 0.99348  0.0004
H -3.37492 -0.55893 2.41018  0.0434
O -3.95364 -0.74334 1.67448  -0.0469
H 2.86536 -1.05671 -3.72468  0.0494
H 1.84473 -1.98834 -4.35955  0.0469
O 2.12522 -1.63661 -3.51298  -0.0498
H -2.57565 -2.01958 1.37343  0.0232
H -2.09464 -3.32361 0.72633  0.0657
O -1.86192 -2.39319 0.81374  -0.0663
H 1.50257 -3.83940 -1.42310  0.0670
H 2.18901 -2.55399 -1.34872  0.0342
O 1.33701 -2.93683 -1.12380  -0.0544
H -4.43918 1.42099 -0.99992  0.0644
H -4.99742 -0.01802 -1.10234  0.0731
O -4.19585 0.50020 -1.14208  -0.0419
H -2.07623 0.42937 0.02093  -0.0360
H -2.31853 1.85009 0.41705  0.0395
O -2.01856 1.00549 0.75921  -0.0333
H -1.85752 1.97542 -1.70533  0.0260
H -2.88452 3.18573 -2.04204  0.0644
O -2.49510 2.63312 -1.36672  -0.0611

Atoms 1-2, force components in eV/Å:
N 0.0 0.6 0.9
C -0.4 1.9 -0.8

## Properties
Frontier orbital gap: 9.424 eV
Total energy: -920.28375 hartree
E_LUMO: -2.574 eV
HOMO energy: -0.4409 hartree
Net charge: +1
Energy above the lowest of the compared OMol25 structures with the same formula, charge and spin: 228.16 kJ/mol

***

Entry 3:
Entry from the OMol25 dataset: one molecule with the formula C3H5NS at a distorted geometry (ωB97M-V/def2-TZVPD).

Each line ends with the Löwdin charge.
Element x y z (Å)
N -1.85859 -0.24460 0.06839  0.1016
C -0.65842 0.28816 -0.12457  -0.1866
C 0.49789 -0.42233 -0.11154  -0.1975
C 1.75317 0.22239 0.04161  -0.7810
S 3.32690 -0.16003 0.01192  0.5903
H -2.63621 0.31946 0.31577  0.0984
H -1.96302 -1.22409 0.04712  0.0975
H -0.64917 1.37272 -0.20839  0.1315
H 0.59506 -1.49240 -0.12364  0.0966
H 1.59238 1.34074 0.08333  0.0493

Atoms 1-2, force components in eV/Å:
N -0.6 0.2 -0.5
C 1.0 0.1 0.7

## Properties
Frontier orbital gap: 8.015 eV
Total energy: -570.20969 hartree
E_LUMO: 0.133 eV
HOMO energy: -0.2896 hartree
Net charge: 0
SMILES string: N/C=C/C=S
Energy above the lowest of the compared OMol25 structures with the same formula, charge and spin: 65.27 kJ/mol